(1)
Computed, not measured: one molecule with the formula C3H6ClNOS in a non-equilibrium geometry, with the ωB97M-V functional and the def2-TZVPD basis.

The calculation puts the gap between HOMO and LUMO at 9.8 eV. The value obtained for the total energy is -1106.198502 a.u. The HOMO energy comes out at -10.24 eV.

```
! RIJCOSX wB97M-V def2-TZVPD def2/J DEFGRID3
* xyz 0 1
C 0.707 0.289 1.811
C -0.866 -0.450 -0.108
C 0.405 0.202 0.386
N -1.341 -0.036 -1.728
O -0.632 0.305 -3.954
S -0.149 -0.204 -2.702
Cl 1.794 -0.468 -0.524
H 0.611 -0.704 2.087
H 0.029 0.818 2.395
H 1.672 0.729 2.062
H -0.744 -1.526 -0.181
H -1.756 -0.130 0.442
H 0.270 1.175 0.015
*
```

---

(2)
Computed, not measured: an isolated ion of composition C3H6ClO2S and charge -1 in a non-equilibrium geometry, with the ωB97M-V functional and the def2-TZVPD basis.

The calculation puts the gap between HOMO and LUMO at 7.1 eV. The value obtained for the total energy is -1126.789966 a.u. The HOMO energy comes out at -3.40 eV.

```
! RIJCOSX wB97M-V def2-TZVPD def2/J DEFGRID3
* xyz -1 1
C 0.836 -0.039 -1.251
C 0.510 0.047 1.227
C -0.037 -0.482 -0.087
O -2.641 0.039 1.156
O -1.624 1.570 -0.602
S -2.061 0.207 -0.227
Cl 0.006 -2.287 -0.231
H 0.348 -0.303 -2.201
H 0.832 1.023 -1.250
H 1.937 -0.324 -1.202
H -0.260 0.459 1.768
H 1.084 0.938 1.144
H 1.071 -0.848 1.756
*
```

---

Respective ΔE to the lowest compared entry with this formula, charge and spin values: 52.40; 7.94 kcal/mol.